Entry from the OMol25 dataset: a 8-piece molecular cluster, C37H94N8O10 overall at a distorted geometry (ωB97M-V with the def2-TZVPD basis set).

Last column: Löwdin charge in e.
Element x y z (Å)
1 O 4.910 -0.807 -4.289  -0.196
2 O 10.703 6.228 -5.623  -0.211
3 O -11.381 -2.404 4.119  -0.211
4 O 7.439 2.888 -5.607  -0.200
5 O 2.050 -2.744 -1.554  -0.013
6 O -3.154 -5.929 -3.224  -0.197
7 O -6.420 0.564 4.469  -0.234
8 O 3.578 -0.479 -0.159  -0.219
9 O -4.173 2.928 8.451  -0.195
10 O -0.316 -2.838 -0.696  -0.076
11 N 13.292 5.466 -6.595  0.034
12 N 5.960 -1.993 -1.898  0.054
13 N 7.468 1.754 -2.972  0.043
14 N -2.499 -7.015 -0.650  0.034
15 N -4.794 2.909 5.650  0.050
16 N -3.276 -2.238 1.851  -0.157
17 N -8.371 2.667 4.494  0.040
18 N -11.401 -4.473 2.133  0.034
19 C -7.191 0.827 3.292  -0.188
20 C 11.014 6.393 -7.010  -0.196
21 C -2.984 3.613 8.814  -0.109
22 C 6.572 -3.505 -3.712  -0.074
23 C 1.079 -2.286 -0.728  -0.154
24 C -8.535 1.540 3.564  -0.423
25 C -5.089 4.109 6.449  -0.431
26 C 4.491 -0.864 0.928  -0.239
27 C -2.327 -4.867 -3.674  -0.102
28 C -6.785 -0.624 5.155  -0.101
29 C 10.654 7.440 -4.886  -0.105
30 C 12.526 6.498 -7.311  -0.431
31 C -2.722 -2.326 0.422  -0.171
32 C 8.080 3.072 -3.198  -0.427
33 C -0.458 -0.616 0.242  -0.071
34 C -11.516 -4.834 3.554  -0.431
35 C 5.765 -0.841 -5.422  -0.110
36 C 13.118 7.867 -6.987  -0.076
37 C -3.054 -0.868 2.454  -0.153
38 C -10.952 -3.723 4.469  -0.196
39 C -4.040 5.175 6.147  -0.075
40 C 8.462 3.273 -4.682  -0.190
41 C -0.369 -6.683 -1.792  -0.069
42 C 7.146 4.151 -2.658  -0.073
43 C 4.434 -2.089 -3.869  -0.187
44 C 1.135 -1.098 0.414  -0.160
45 C -9.620 0.610 4.099  -0.076
46 C 2.301 0.052 0.341  -0.159
47 C -12.648 -2.040 4.644  -0.102
48 C -2.495 -7.197 -3.139  -0.199
49 C -12.967 -5.195 3.858  -0.075
50 C 4.921 -2.460 0.921  -0.109
51 C -1.092 -2.159 0.353  -0.261
52 C 5.415 -2.858 -2.955  -0.416
53 C -5.214 3.774 7.952  -0.195
54 C 6.454 3.883 -5.839  -0.107
55 C -1.708 -7.413 -1.826  -0.430
56 H -0.691 -2.616 1.370  0.152
57 H 6.022 3.707 -6.828  0.086
58 H -2.977 -0.060 1.607  0.088
59 H -7.330 -0.087 2.704  0.118
60 H -6.057 4.508 6.120  0.129
61 H -1.599 -5.198 -4.421  0.092
62 H 10.256 8.269 -5.479  0.092
63 H -5.546 2.232 5.789  0.043
64 H -10.415 -4.318 1.915  0.072
65 H 4.424 -3.067 1.803  0.077
66 H 6.874 4.893 -5.821  0.089
67 H -3.981 2.455 6.076  0.075
68 H -12.681 -0.950 4.726  0.084
69 H 9.316 2.621 -4.901  0.122
70 H -10.917 -5.737 3.727  0.135
71 H -3.018 4.797 6.232  0.063
72 H 2.382 0.575 1.407  0.140
73 H 5.649 3.790 -5.108  0.074
74 H 12.949 4.548 -6.882  0.072
75 H 11.646 7.686 -4.502  0.074
76 H 5.185 -1.631 -1.340  0.022
77 H 6.121 4.043 -3.023  0.064
78 H 0.247 -7.054 -0.964  0.078
79 H 4.127 -2.693 -4.730  0.118
80 H 1.996 0.935 -0.402  0.147
81 H -7.576 -0.411 5.876  0.075
82 H -13.118 -5.336 4.933  0.078
83 H -12.823 -2.467 5.636  0.092
84 H -2.664 -2.899 2.417  0.104
85 H -3.356 -7.570 -0.631  0.072
86 H 8.798 4.298 -4.877  0.104
87 H -2.465 3.014 9.567  0.087
88 H -13.239 -6.132 3.359  0.078
89 H 9.005 3.124 -2.611  0.134
90 H -0.781 0.168 1.049  0.114
91 H -3.315 -1.629 -0.323  0.139
92 H -6.144 3.211 8.095  0.119
93 H -3.189 4.600 9.240  0.090
94 H -3.878 -0.635 3.268  0.088
95 H -4.146 6.031 6.822  0.078
96 H 6.704 1.654 -3.647  0.065
97 H 5.700 0.128 -5.924  0.082
98 H -0.413 -0.179 -0.868  0.148
99 H 6.800 -0.978 -5.105  0.070
100 H 4.851 -3.668 -2.476  0.130
101 H -9.674 -0.309 3.506  0.072
102 H 7.503 5.150 -2.931  0.073
103 H -13.439 -2.341 3.954  0.074
104 H 6.209 -4.047 -4.591  0.077
105 H -11.152 -3.931 5.527  0.117
106 H 12.659 6.336 -8.387  0.135
107 H 8.133 1.033 -3.255  0.072
108 H 12.491 8.668 -7.392  0.078
109 H -13.672 -4.435 3.510  0.064
110 H 1.226 -1.555 1.487  0.152
111 H -2.323 3.700 7.950  0.072
112 H -7.708 3.330 4.089  0.070
113 H 7.092 -4.225 -3.069  0.076
114 H 6.098 -2.498 1.060  0.090
115 H -8.896 1.937 2.607  0.136
116 H 3.524 -1.889 -3.291  0.101
117 H -1.492 -8.485 -1.745  0.133
118 H -7.095 -1.419 4.470  0.090
119 H 5.476 -1.620 -6.135  0.089
120 H -5.913 -0.972 5.716  0.088
121 H -1.820 -4.402 -2.826  0.065
122 H 6.337 -1.157 -2.355  0.070
123 H -2.968 -4.109 -4.130  0.087
124 H 4.134 -0.576 2.005  0.118
125 H 7.318 -2.778 -4.042  0.061
126 H -9.861 -3.717 4.357  0.118
127 H -11.821 -3.546 2.020  0.071
128 H -6.573 1.497 2.681  0.122
129 H 13.235 8.033 -5.913  0.064
130 H -2.834 -6.062 -0.819  0.059
131 H -10.600 1.097 4.046  0.078
132 H 9.997 7.286 -4.025  0.084
133 H -2.965 -3.439 0.070  0.129
134 H 13.028 5.523 -5.607  0.071
135 H -5.305 4.681 8.561  0.117
136 H -0.479 -5.605 -1.646  0.055
137 H 10.635 5.490 -7.504  0.121
138 H 14.114 7.967 -7.435  0.078
139 H 7.101 4.103 -1.564  0.077
140 H -3.295 -7.946 -3.178  0.119
141 H -1.995 -0.919 3.004  0.093
142 H -9.460 0.333 5.145  0.067
143 H -7.880 2.310 5.319  0.060
144 H -4.157 5.545 5.121  0.077
145 H -1.866 -7.370 -4.019  0.116
146 H 10.458 7.235 -7.438  0.117
147 H 5.501 -0.260 0.739  0.134
148 H 4.631 -2.986 -0.090  0.068
149 H 0.190 -6.848 -2.719  0.080

As for the charge: 0. The value obtained for the molar mass is 811.2 g mol⁻¹. The calculation puts the HOMO energy at -8.6 eV. The strongest force on any atom comes out at 0.184 Eh/bohr.